Entry from the OMol25 dataset: 10 unconnected molecules or ions with the total composition C34H54O30 (ωB97M-V/def2-TZVPD).

Each line ends with the Löwdin charge.
Cartesian coordinates (Å):
H: 8.64748 -0.44044 13.91559  0.076
H: -0.96101 4.21188 3.68490  0.135
C: -2.04533 4.32278 3.67693  -0.153
O: -6.14904 -8.70893 -4.68288  0.086
H: 0.63899 13.59138 -4.21222  0.076
C: 3.49850 -7.49345 -3.58292  -0.138
O: -3.20925 2.59387 2.86419  0.073
O: 6.77282 3.02635 2.85484  0.104
O: 6.66870 5.23504 2.20459  0.122
H: 1.47693 2.40982 -8.36989  0.073
C: -5.68525 -4.31956 5.63610  -0.384
H: 5.75819 -4.01912 8.58100  0.095
H: 1.07224 -1.36054 -3.04854  0.133
C: -3.18309 3.58016 1.97442  -0.614
O: -7.90860 -1.26489 -2.92951  0.081
H: 4.02314 2.57655 4.08001  0.132
O: 1.90699 -8.49240 -4.60370  0.047
H: 0.60785 5.64921 -8.74898  0.136
H: -7.63446 1.74825 -3.89207  0.137
O: -3.31706 4.73870 -7.22687  0.085
C: -5.91958 -5.43783 6.52670  -0.041
O: -3.67369 -3.66552 2.76108  0.078
H: -3.23595 -8.06125 -2.69324  0.092
O: 1.74159 -1.96879 -1.18786  0.066
C: 8.57482 -1.14083 11.98968  -0.283
H: -6.64715 -0.71268 -4.57556  0.132
H: -5.16193 -6.18376 6.28656  0.102
H: -6.59563 -3.72017 5.62969  0.149
H: 3.63785 -7.29069 -2.52105  0.136
H: 1.59015 -7.48263 -2.81100  0.133
H: -4.90994 -2.46264 6.68828  0.130
H: -0.13442 -1.39349 -1.72136  0.133
C: 5.85623 -2.93360 8.57016  -0.052
H: 1.60380 0.77900 -2.39096  0.129
C: 0.15216 8.55470 -3.09060  -0.029
H: -5.61881 -5.17231 7.54018  0.091
O: -2.50007 4.61063 2.40962  0.091
H: 5.04538 3.29804 5.35010  0.128
H: 0.81404 8.30506 -2.26132  0.088
H: 6.02955 1.34222 3.55332  0.136
H: 9.64661 -1.18907 11.79727  0.129
C: 4.98503 3.04339 4.29198  -0.099
C: 2.32245 -1.30682 -0.20979  -0.487
H: 2.82240 12.41552 -4.41703  0.112
C: -2.78939 3.06917 4.17623  -0.065
C: 6.92983 -2.26521 10.66171  -0.549
O: -3.59657 3.54342 0.84349  0.146
H: 6.79582 2.15722 4.81600  0.135
H: -0.25810 7.60286 -3.42793  0.083
O: 8.13547 -2.17122 11.24833  0.012
C: 1.35153 10.50353 -4.00245  -0.604
H: 0.45822 0.79453 -1.09232  0.132
C: 2.00855 -7.40604 -3.81458  -0.183
H: -2.39302 5.15562 4.28815  0.131
C: -3.96998 -11.47551 -5.08763  -0.073
H: 1.67245 14.52069 -5.44764  0.076
H: -3.32808 -10.96362 -5.80458  0.102
O: -3.62852 -3.27338 5.09059  0.062
O: 1.43570 11.11971 -5.15020  0.039
C: -9.10501 -0.72909 -2.68855  -0.537
C: 0.38890 2.43712 -8.31034  -0.010
O: -5.24565 -4.55939 4.33630  0.052
O: -3.88738 -8.88270 -4.33157  -0.006
O: 1.92648 10.73017 -2.96243  0.120
H: -3.00362 -6.95640 -4.09201  0.092
C: -5.07515 -9.34737 -4.66810  -0.573
H: 0.04484 2.30255 -9.33583  0.080
H: -3.99182 -3.83620 7.02531  0.118
C: 0.89209 -1.14904 -1.99454  -0.095
C: -4.07607 -3.81279 3.96766  -0.411
O: 0.58009 9.40343 -4.22039  -0.009
O: 5.99435 -1.83864 11.27325  0.142
C: -8.05702 0.76722 -4.10915  -0.133
C: -2.11914 4.64896 -7.64977  -0.388
H: 0.77361 4.20838 -7.08884  0.147
H: 4.09379 -6.90740 -4.28311  0.140
O: 3.07305 -1.81114 0.64850  0.102
O: 6.97723 -2.64909 9.37357  0.010
H: -4.52551 -7.12721 -3.17361  0.097
C: 6.23044 4.25330 2.81438  -0.513
H: -6.38618 -0.01525 -2.97034  0.136
C: -4.55155 -3.37502 6.21161  -0.043
O: -1.31253 3.60604 -7.30321  0.061
H: -3.45770 -11.79804 -4.18118  0.098
H: 8.20228 -0.17660 11.64388  0.135
O: 3.03354 -10.51772 -5.12428  0.112
H: 6.06470 -2.73853 7.51821  0.091
O: 3.93013 -8.78029 -3.92687  0.087
H: 0.06023 1.66217 -7.61786  0.083
H: 1.80734 -6.42821 -4.25214  0.139
O: 5.18259 4.31963 3.65883  0.063
C: -0.24563 4.97413 -8.81173  -0.181
C: -7.14617 -0.33949 -3.68125  -0.137
H: -6.89726 -5.89282 6.36785  0.097
C: 2.99165 -9.37217 -4.62240  -0.473
C: 6.25534 2.35399 3.89012  -0.208
C: -0.00305 3.87418 -7.77674  -0.286
H: 4.90972 -2.44000 8.79060  0.097
O: -10.02616 -1.25438 -2.11685  0.153
H: -3.58911 3.35090 4.86120  0.127
O: 2.15498 0.07504 -0.41953  0.054
H: -0.24186 4.59120 -9.83224  0.132
H: 2.68740 12.45801 -6.19251  0.119
H: -2.10492 2.36377 4.64742  0.129
C: -3.67846 -7.66046 -3.60519  -0.022
H: 8.84038 -2.20094 13.88767  0.080
H: 0.38508 13.37127 -5.91538  0.071
H: 7.22909 -1.45892 13.67551  0.077
C: 2.13055 12.38145 -5.25862  -0.177
O: -5.04866 -10.64728 -4.90112  0.010
O: -1.44974 5.52914 -8.54206  0.069
O: -9.08045 0.56423 -3.16518  0.032
C: 1.15032 13.60362 -5.17476  -0.049
C: 8.29254 -1.36309 13.45643  -0.060
H: -4.25296 -12.42253 -5.54717  0.095
H: -8.52193 0.73929 -5.09463  0.135
C: 1.28953 0.22429 -1.50686  -0.166
H: -0.71949 8.97234 -2.58673  0.086

As for the spin multiplicity: 1. The total charge is 0. As for the SMILES: C[C@H]1COC(=O)O1.C[C@H]1COC(=O)O1.CCOC(=O)OC.CCOC(=O)OC.COC(=O)OC.O=C1OCCO1.O=C1OCCO1.O=C1OCCO1.O=C1OCCO1.O=C1OCCO1.

Entry from the OMol25 dataset: a molecular structure, C51H57AsN4O3P4S2Tl (ωB97M-V/def2-TZVPD).

Each line ends with the Löwdin charge.
Cartesian coordinates (Å):
H: -2.49607 -6.90199 -3.54092  0.080
S: 2.42696 0.64021 1.80395  0.155
C: -3.50913 0.37667 1.46500  -0.099
C: 0.83639 -3.05194 2.95578  -0.107
H: 2.32453 2.74651 -0.22359  0.044
C: 0.23027 2.59079 6.55251  -0.110
C: 1.59066 -1.71359 -3.43524  -0.122
H: -2.92850 -4.16883 3.86614  0.072
C: -2.39766 -1.83481 -2.07465  -0.117
H: -4.10819 2.32149 -1.23196  0.095
C: 6.43703 -0.03418 -0.76783  -0.093
H: -1.48142 1.71098 3.75261  0.079
O: -1.44111 -4.71061 0.24533  -0.275
H: -3.13722 -6.36373 0.00143  0.070
H: 2.83514 4.96414 -1.18587  0.090
O: -2.11282 -2.86186 1.98231  -0.272
C: -1.54016 4.70891 -0.48221  -0.103
C: -1.75682 6.05526 -0.21579  -0.095
H: 1.34178 4.85579 -4.70590  0.098
C: 4.37124 3.96420 -3.47440  -0.045
C: 2.40660 -0.59376 -3.55463  -0.364
C: 7.03614 1.12864 -1.24048  -0.094
C: 1.20749 5.93003 1.62713  -0.098
C: 3.18178 -0.42095 -4.69629  -0.099
N: -1.68653 -5.31555 2.64710  -0.298
C: -0.84624 2.23262 5.75629  -0.094
C: -4.78536 -0.14625 1.65283  -0.102
C: -4.30954 1.64402 -0.41009  -0.101
C: 0.89949 4.68013 2.14543  -0.087
C: 4.33758 0.67805 -1.68489  -0.319
N: -2.26509 -5.76146 -1.80879  -0.293
C: 1.90249 6.03878 0.43108  -0.097
H: 0.88742 6.82181 2.15232  0.099
C: -2.47257 4.14447 1.65647  -0.089
H: 1.34878 -3.74682 3.63138  0.083
P: -1.26011 -4.01993 1.68054  0.433
C: 2.29633 4.89329 -0.24804  -0.067
C: 1.73185 3.06293 -3.59808  -0.096
H: -2.50678 -0.99299 -1.38971  0.031
H: -2.89996 -5.90566 4.23914  0.078
H: -2.74117 3.39247 2.39040  0.102
C: -3.91582 -3.08450 -0.62159  -0.086
H: 0.34200 4.60362 3.07082  0.105
H: -0.40897 -6.63358 1.63437  0.077
H: -2.50592 7.49569 1.18670  0.093
C: -3.26468 1.27743 0.43783  -0.345
C: -2.44863 -5.85045 -3.25023  -0.117
H: -4.31321 -6.04616 -1.29546  0.079
H: -4.07865 -4.04520 -0.13612  0.067
C: 1.49784 2.70696 5.99071  -0.096
H: -1.38143 -1.83315 -2.45914  0.049
H: 3.73623 -1.22144 -6.60424  0.094
H: 0.70092 2.73066 -3.60352  0.051
H: 2.66897 2.53921 4.19694  0.095
C: -2.33756 6.44530 0.98066  -0.108
P: -1.57775 1.96027 0.17492  0.332
C: 3.40719 4.70984 -4.13560  -0.101
C: 1.39563 -4.22706 0.88377  -0.110
H: 6.76507 2.98149 -2.27848  0.100
C: 2.00048 3.64721 0.28121  -0.091
C: -0.60356 1.26143 1.35421  -0.744
H: -3.14818 5.78378 2.85879  0.096
C: -1.89664 3.74636 0.45067  -0.326
C: -0.65907 1.99927 4.39821  -0.088
H: 2.34196 2.98101 6.61173  0.095
H: 2.01761 -3.38166 0.57344  0.070
H: -3.09708 -1.69157 -2.90420  0.091
O: -0.35134 -4.02590 -2.03443  -0.262
H: 8.08932 1.30426 -1.05940  0.095
As: 2.41489 0.61501 -2.01432  1.303
H: -6.81727 -0.17059 0.96380  0.092
H: -1.54289 -4.87254 4.72267  0.083
P: 0.82393 1.84597 2.02888  0.344
C: -3.31454 -6.44168 -1.06852  -0.122
C: -2.69681 5.48508 1.92033  -0.094
H: 2.13287 7.01716 0.02603  0.095
H: -3.37314 -5.35835 -3.58084  0.084
H: -1.60392 -5.38874 -3.75674  0.071
C: -2.29338 -5.04696 3.94042  -0.115
H: -3.30781 -7.49971 -1.34379  0.081
H: 0.00705 -2.58236 3.48481  0.085
H: -1.30658 -7.34377 2.97722  0.081
C: 6.29095 2.07210 -1.92915  -0.034
H: -1.08745 4.38799 -1.41305  0.066
H: -4.95567 -0.86131 2.44855  0.101
Tl: 0.14185 -0.74115 0.26044  0.534
H: 2.02540 -4.96186 1.39837  0.084
H: 1.00418 -1.88823 -2.53998  0.033
H: 0.08740 2.77511 7.61047  0.091
C: -5.82300 0.23450 0.81810  -0.109
C: 0.60160 2.11822 3.83128  -0.345
C: 4.93657 1.84817 -2.16003  -0.198
H: 0.91051 -3.52634 -4.33603  0.089
H: -1.83389 2.13391 6.19060  0.095
H: -6.38789 1.42803 -0.87868  0.094
H: 4.60807 -1.14395 -0.58512  0.103
S: -1.15657 1.65641 -1.77082  0.208
N: -2.67680 -3.09041 -1.38737  -0.274
H: -1.46037 6.80090 -0.94338  0.099
H: 5.39073 4.32720 -3.42068  0.100
C: 3.13265 -1.35825 -5.71477  -0.099
C: 1.68210 2.46709 4.63904  -0.106
P: -1.59822 -4.30968 -1.31073  0.463
H: 0.98032 -4.66425 -0.01857  0.061
C: 2.69834 2.30685 -2.95157  -0.335
H: 3.68047 5.64991 -4.59899  0.095
H: -4.76026 -2.88145 -1.28698  0.090
C: -0.77772 -6.44825 2.64306  -0.118
C: 4.02063 2.75460 -2.87975  -0.215
N: 0.35081 -3.74038 1.76416  -0.329
C: 5.08387 -0.25392 -0.97983  -0.095
H: 2.27918 -3.20721 -6.39585  0.093
H: 1.53660 -2.26050 2.67387  0.047
C: -5.58161 1.13328 -0.21793  -0.095
H: 3.82054 0.45180 -4.78831  0.103
C: 2.09161 4.26208 -4.19794  -0.090
H: -3.87745 -2.31795 0.15218  0.063
C: 2.31153 -2.47669 -5.59661  -0.101
C: 1.54329 -2.65632 -4.45800  -0.083
C: 1.29779 3.52655 1.47628  -0.316
H: 7.02431 -0.75960 -0.21920  0.096
H: 0.08491 -6.29083 3.30420  0.082
H: -2.68392 0.07489 2.10043  0.079

As for the spin multiplicity: 1. The total charge is -1.

| no. | orbital gap (eV) |
| --- | --- |
| 1 | 10.26 |
| 2 | 6.33 |